Record 1
Entry from the Open Molecules 2025 dataset: C24H52N4O6P2SSe4V as an isolated structure (ωB97M-V/def2-TZVPD).

Kohn-Sham gap (spin up / spin down)	0.2155 / 0.2451	Eh
charge	0
spin multiplicity	2
⟨S²⟩	0.7792
LUMO level (spin up / spin down)	0.003 / 0.003	Eh
ΔE to the lowest compared entry with this formula, charge and spin	0.0	kJ/mol

XYZ file:
```
94
Properties=species:S:1:pos:R:3:forces:R:3:mulliken_spin:R:1
V -0.1160 -0.8254 0.3317 -0.88 0.45 -0.38 -0.06
O -1.3637 -1.2284 -5.9330 0.00 -0.01 -0.02 0.00
C -0.1861 -1.9389 -5.5966 -0.03 -0.01 0.00 0.00
C -0.0875 -2.3098 -4.1080 -0.03 -0.02 0.01 0.00
C -1.1870 -3.3267 -3.7731 0.00 0.00 0.03 0.00
O -2.5190 -2.8222 -3.9039 0.01 -0.01 -0.02 0.00
C 1.2646 -3.0127 -3.9196 0.01 0.04 0.00 0.00
Se 1.6750 -3.5348 -2.0767 0.04 -0.01 -0.03 0.59
C -0.2468 -1.0219 -3.2652 0.03 0.00 -0.01 0.03
Se 1.1325 -0.6963 -1.9151 0.09 -0.21 0.11 0.39
H -2.0981 -1.6652 -5.4790 0.00 0.01 0.02 0.00
H 0.6543 -1.2926 -5.8626 0.00 0.00 0.00 0.00
H -0.1032 -2.8570 -6.1956 0.00 0.00 -0.01 0.00
H -1.0235 -3.7140 -2.7665 0.01 0.00 -0.03 0.00
H -1.1154 -4.1675 -4.4680 0.00 0.00 0.00 0.00
H -2.7249 -2.3309 -3.0987 0.00 0.00 0.00 0.00
H 2.0677 -2.3599 -4.2611 0.00 0.00 0.00 -0.02
H 1.2899 -3.9212 -4.5253 0.00 0.00 0.00 0.01
H -1.1938 -1.0021 -2.7338 -0.03 0.04 -0.05 -0.01
H -0.2456 -0.1470 -3.9120 0.06 -0.01 -0.01 0.00
C 3.6228 -0.8689 0.3298 0.04 -0.02 0.03 0.01
N 2.7529 -0.8964 1.5146 -0.13 0.02 -0.10 0.00
C 2.6848 0.3744 2.2369 0.02 0.00 0.01 0.00
P 1.9895 -2.2909 1.8923 0.17 0.01 0.11 0.00
O 0.7868 -2.6471 1.0863 0.16 0.03 -0.01 0.01
O 1.5074 -2.0471 3.4239 0.08 0.06 -0.04 0.00
P 0.0651 -1.3615 3.7690 0.03 0.13 0.06 0.01
O -0.5303 -0.6940 2.5926 0.06 -0.24 -0.08 0.01
N 0.4935 -0.3063 4.9465 -0.10 -0.15 0.08 0.00
C 1.5229 -0.5356 5.9474 0.05 0.04 -0.05 0.00
C -0.4880 0.7220 5.2919 0.03 -0.01 -0.01 0.00
N -0.8937 -2.5510 4.3656 -0.01 0.03 -0.05 0.00
C -0.4926 -3.2714 5.5656 -0.02 0.02 0.01 0.00
C -1.6421 -3.3716 3.4137 -0.01 0.00 0.01 0.00
N 3.0892 -3.4793 1.8498 -0.08 -0.06 0.13 0.00
C 4.3711 -3.3501 2.5255 -0.01 0.00 -0.02 0.00
C 2.7085 -4.8398 1.4756 0.03 0.02 -0.06 0.00
H 4.6640 -0.7469 0.6427 0.01 -0.02 0.00 0.00
H 3.3477 -0.0346 -0.3150 -0.01 0.01 0.01 0.00
H 3.5186 -1.7844 -0.2513 -0.02 0.02 -0.02 -0.01
H 3.6963 0.7778 2.3222 0.00 0.00 0.01 0.00
H 2.2797 0.2400 3.2349 -0.02 0.01 0.00 0.00
H 2.0625 1.1038 1.7116 0.00 -0.01 -0.01 0.00
H 2.2006 -1.3232 5.6257 -0.01 0.00 0.01 0.00
H 1.0948 -0.8078 6.9173 0.00 0.00 0.00 0.00
H 2.1017 0.3812 6.0832 0.01 0.00 0.00 0.00
H -1.1035 0.9482 4.4232 -0.01 0.00 0.00 0.00
H 0.0442 1.6296 5.5807 0.00 0.01 -0.01 0.00
H -1.1274 0.4082 6.1231 0.01 0.00 0.00 0.00
H -0.0759 -2.5923 6.3056 0.01 0.02 0.00 0.00
H 0.2438 -4.0534 5.3468 0.00 0.00 0.00 0.00
H -1.3737 -3.7422 6.0023 0.00 0.00 0.01 0.00
H -1.8859 -2.7807 2.5362 -0.01 0.03 -0.02 0.00
H -2.5717 -3.7003 3.8811 0.00 0.00 0.01 0.00
H -1.0657 -4.2526 3.1093 0.00 0.01 -0.01 0.00
H 4.5911 -2.3014 2.7185 0.00 0.00 0.01 0.00
H 5.1588 -3.7579 1.8900 0.00 0.00 0.00 0.00
H 4.3748 -3.8905 3.4766 0.00 0.00 0.00 0.00
H 1.8023 -4.8150 0.8762 0.00 0.00 0.00 0.00
H 2.5538 -5.4650 2.3600 0.00 0.00 0.00 0.00
H 3.5048 -5.2733 0.8697 0.00 0.00 -0.01 0.00
C -0.9119 4.5532 2.6041 -0.07 -0.03 -0.03 0.00
Se -0.9726 2.7956 1.7519 0.06 0.04 -0.03 0.00
C -0.6048 3.4552 -0.0536 -0.01 0.00 0.03 -0.04
C -1.8192 4.0104 -0.8068 0.01 -0.02 0.03 0.00
Se -2.3478 3.0373 -2.4200 0.00 0.09 -0.03 0.00
C -3.6724 1.8487 -1.6418 0.06 0.02 0.05 0.00
H 0.0731 5.0029 2.4941 0.00 -0.01 -0.01 0.00
H -1.1280 4.4186 3.6628 0.00 0.00 0.00 0.00
H -1.6675 5.2080 2.1741 0.00 0.01 0.01 0.00
H -0.1533 2.6221 -0.5862 -0.04 -0.05 0.03 0.04
H 0.1480 4.2334 0.0792 0.03 -0.03 -0.05 0.00
H -1.6149 5.0227 -1.1550 0.00 0.00 0.00 0.00
H -2.6986 4.0601 -0.1649 -0.02 0.01 -0.02 0.00
H -4.3991 2.4288 -1.0763 0.00 -0.01 0.00 0.00
H -3.1776 1.1199 -1.0073 0.01 -0.06 0.03 0.00
H -4.1785 1.3590 -2.4725 0.04 -0.02 0.02 0.00
C -1.7074 -4.0224 -0.2476 -0.05 0.05 -0.05 0.00
S -2.0079 -2.2518 -0.4717 -0.03 -0.03 0.10 0.01
O -1.0747 0.4256 0.0204 0.35 -0.05 0.26 0.03
C -3.4579 -2.0166 0.5508 -0.01 -0.11 -0.07 0.00
C -3.5939 -0.8674 1.3209 0.02 0.03 -0.02 0.00
C -4.7354 -0.6976 2.0933 0.01 0.00 -0.01 0.00
C -5.7326 -1.6616 2.1050 -0.02 -0.01 0.00 0.00
C -5.5976 -2.8003 1.3219 0.00 0.02 0.00 0.00
C -4.4680 -2.9743 0.5367 0.01 -0.01 0.04 0.00
H -1.8781 -4.3020 0.7888 0.05 0.00 0.01 0.00
H -0.6670 -4.1826 -0.5261 0.03 0.01 -0.01 0.00
H -2.3513 -4.6021 -0.9059 -0.01 0.00 0.01 0.00
H -2.8157 -0.1156 1.3080 0.03 -0.01 0.01 0.00
H -4.8387 0.2005 2.6894 0.00 0.00 0.00 0.00
H -6.6179 -1.5232 2.7120 0.00 0.00 0.00 0.00
H -6.3778 -3.5505 1.3111 0.00 0.00 0.00 0.00
H -4.3762 -3.8538 -0.0877 -0.02 0.00 0.02 0.00
```
Positions in Å, forces in eV/Å.

---

Record 2
Entry from the Open Molecules 2025 dataset: an isolated ion of composition C3H8NO2S and charge +1 (ωB97M-V/def2-TZVPD).

Kohn-Sham gap	0.3429	Eh
charge	+1
LUMO level	-0.180	Eh
ΔE to the lowest compared entry with this formula, charge and spin	293.5	kJ/mol
SMILES	CCO[C@]1([NH3+])OS1

XYZ file:
```
15
Properties=species:S:1:pos:R:3:forces:R:3:mulliken_charge:R:1
C -0.8274 0.1943 -0.0578 -2.34 1.10 -0.71 0.71
C 1.6100 -1.5143 -0.1123 -0.06 0.27 -0.14 -1.10
C 1.4782 -0.0498 0.2553 0.65 -0.45 0.26 -0.17
N -1.9075 1.6690 -0.1839 1.45 -1.10 0.15 -0.51
O -1.1969 -0.4821 1.0019 0.39 0.14 0.67 -0.32
O 0.3344 0.5715 -0.4384 0.18 0.38 0.10 -0.34
S -1.8719 -1.1660 -0.4792 -0.19 -0.32 -0.37 0.02
H 0.7542 -2.0954 0.2226 0.01 -0.04 0.01 0.37
H 1.7281 -1.6252 -1.1908 -0.01 -0.05 0.06 0.31
H 2.4938 -1.9189 0.3742 0.10 0.02 0.04 0.38
H 2.3262 0.5322 -0.1047 -0.17 -0.01 0.13 0.29
H 1.3453 0.0881 1.3324 0.00 0.12 -0.21 0.32
H -2.8819 1.3666 -0.2241 0.18 0.00 0.00 0.38
H -1.6413 2.1746 -1.0314 -0.14 -0.04 0.14 0.34
H -1.7433 2.2554 0.6363 -0.05 -0.02 -0.12 0.34
```
Positions in Å, forces in eV/Å.

---

Record 3
Entry from the Open Molecules 2025 dataset: a 2-piece molecular cluster, C2H4N3O3 overall (ωB97M-V/def2-TZVPD).

Kohn-Sham gap	0.3448	Eh
charge	-1
LUMO level	0.154	Eh
ΔE to the lowest compared entry with this formula, charge and spin	96.1	kJ/mol

XYZ file:
```
12
Properties=species:S:1:pos:R:3:forces:R:3:mulliken_charge:R:1
C 1.1699 -0.5573 -1.6509 0.02 1.73 0.21 0.15
C -1.3414 -0.5457 2.0324 2.39 0.14 -1.68 -0.22
N 0.2417 0.1930 -0.9695 -0.43 -1.95 0.83 -0.50
N -0.7094 -1.5518 1.6054 -0.52 -0.75 0.05 -0.67
N 0.2715 1.4890 -0.8712 -0.15 2.19 -0.07 0.94
O -0.2045 2.0442 0.1653 0.55 -1.16 -0.88 -0.67
O 1.0421 -1.7597 -1.8208 0.36 0.61 -0.13 -0.57
O 0.6492 2.2169 -1.8127 0.33 -0.55 0.08 -0.66
H 2.0854 0.0625 -1.9488 -0.62 -0.84 0.02 0.31
H -1.0657 0.4419 1.6513 -0.76 0.18 0.13 0.15
H -1.9803 -0.7814 2.7927 -2.03 0.25 2.22 0.30
H -0.1585 -1.2516 0.8267 0.87 0.15 -0.77 0.44
```
Positions in Å, forces in eV/Å.

---

Record 4
Entry from the Open Molecules 2025 dataset: C7H31AlFNO11PS as an isolated structure (ωB97M-V/def2-TZVPD).

Kohn-Sham gap	0.2537	Eh
charge	-1
LUMO level	0.082	Eh
ΔE to the lowest compared entry with this formula, charge and spin	432.5	kJ/mol

XYZ file:
```
54
Properties=species:S:1:pos:R:3:forces:R:3:mulliken_charge:R:1
C -1.4248 1.0599 -2.4806 -0.51 -0.31 -1.44 -0.65
C 0.2104 1.0576 -2.5505 0.38 -0.94 0.33 -0.42
C 0.9735 1.7963 -1.3050 0.18 0.69 -0.15 0.48
C 0.2751 3.1794 -0.7727 -0.01 0.08 0.00 -1.09
Al 1.3786 0.5225 0.2984 2.46 0.78 -1.97 -0.09
O 2.8069 1.3202 1.2902 -1.32 -0.17 -0.65 -0.19
N 2.5973 2.6405 1.4496 -0.78 -0.02 2.49 0.03
O 2.0973 2.8980 2.5373 1.04 -0.22 -2.17 -0.27
P 2.1026 -1.5555 -0.5524 0.33 -0.53 0.11 -0.12
C 0.6962 -2.8547 -0.2412 -0.28 0.21 1.13 -0.60
C 3.6701 -2.1545 0.3772 0.34 -1.75 1.17 -0.46
C 4.3668 -3.3599 -0.5399 -0.35 0.45 0.49 -0.85
S -0.3686 0.2861 1.7500 -6.68 2.24 2.61 1.08
O -1.6535 -0.3297 1.1434 4.18 0.93 1.65 -0.59
O -0.7592 1.5986 2.4782 1.97 -4.41 -2.00 -0.60
F 0.1541 -0.8386 2.9810 -0.70 1.27 -1.36 -0.38
H -1.8647 0.0967 -1.9302 1.10 2.29 -0.84 0.09
H -1.9119 2.0418 -2.0720 1.08 -1.98 -0.43 0.20
H -1.8085 0.9534 -3.6062 0.85 0.32 2.65 0.27
H 0.6573 1.4586 -3.5786 -1.32 -0.65 2.10 0.29
H 0.5420 -0.0888 -2.5099 -0.66 2.41 -0.31 0.01
H 2.0526 2.1065 -1.7112 -2.11 -0.78 0.91 0.20
H -0.3984 3.6221 -1.6372 1.31 -0.63 1.88 0.30
H 1.1247 3.9442 -0.4763 -1.82 -1.45 -0.65 0.28
H -0.3820 3.0021 0.2073 1.22 0.49 -2.28 0.22
H 1.1268 -3.7717 0.3602 -0.92 1.65 -1.38 0.29
H 0.2060 -3.1496 -1.2655 1.02 0.46 2.16 0.06
H -0.0746 -2.3189 0.4706 1.33 -1.50 -1.73 0.18
H 4.4119 -1.2835 0.6209 -1.44 -1.61 -0.65 0.35
H 3.3951 -2.6744 1.4143 0.49 1.27 -2.04 0.25
H 5.0515 -2.8221 -1.3273 -1.28 -1.43 1.40 0.25
H 3.4971 -3.9647 -1.0727 1.93 1.29 0.99 0.24
H 4.9646 -4.1218 0.1574 -1.08 1.75 -1.64 0.28
O -3.8332 1.8401 0.2648 -0.44 -0.06 0.23 -0.57
H -4.7455 1.9725 0.5633 0.28 -0.08 -0.01 0.27
H -3.4747 1.1909 0.8883 0.22 0.11 -0.20 0.31
O -1.3372 -0.3739 -5.1588 -0.33 -0.32 -0.84 -0.60
H -1.8937 -1.0786 -4.7945 0.32 0.03 0.20 0.30
H -1.5877 -0.3377 -6.0941 0.13 0.02 0.30 0.26
O -1.3663 -1.1528 5.6743 -0.27 0.40 0.05 -0.64
H -0.9676 -0.6315 4.9614 0.02 -0.21 0.02 0.32
H -2.0630 -0.5773 6.0238 0.28 -0.22 -0.15 0.30
O -2.0295 -3.4471 1.1382 -0.27 -0.31 0.54 -0.60
H -2.1582 -2.6384 1.6563 0.11 0.08 -0.28 0.29
H -1.8498 -4.1264 1.8053 -0.03 0.25 -0.26 0.29
O -1.4242 -2.9042 -3.3638 -0.18 -0.47 0.04 -0.60
H -1.7215 -3.0791 -2.4583 0.06 0.19 -0.15 0.32
H -1.2703 -3.7862 -3.7342 0.00 0.34 0.11 0.28
O 5.1691 3.7638 3.0777 -0.19 0.29 -0.02 -0.66
H 4.4889 3.3692 2.5115 0.21 0.12 0.22 0.41
H 4.7483 4.5638 3.4264 0.09 -0.37 -0.15 0.31
O -6.6034 2.7182 1.7878 -0.31 0.43 0.09 -0.61
H -6.4961 3.6227 1.4572 0.06 -0.30 0.09 0.31
H -7.2963 2.7954 2.4606 0.29 -0.12 -0.23 0.29
```
Positions in Å, forces in eV/Å.